This record from the Open Molecules 2025 dataset describes C39H54N5OsS2SbSi4 as an isolated structure. The level of theory is wB97M-V/def2-TZVPD.

- Gap between HOMO and LUMO (spin up / spin down): 7.286 / 5.265 eV
- Electronic energy: -4077.6407 hartree
- Total charge: 0
- Spin multiplicity: 5
- Expectation value of S²: 6.06

Each line ends with the Löwdin spin population.
CARTESIAN COORDINATES (ANGSTROEM)
1 Os -0.81 1.75 0.76  2.23
2 C 3.28 0.41 -2.31  0.01
3 Sb 1.27 -0.03 -1.67  0.02
4 C 1.33 1.24 0.18  0.04
5 C 1.37 2.55 -0.53  0.03
6 C 2.46 3.36 -0.86  0.00
7 C 2.24 4.56 -1.51  0.02
8 C 0.93 4.97 -1.79  0.00
9 C -0.11 4.16 -1.39  0.02
10 N 0.12 2.98 -0.80  0.08
11 Si 2.66 1.09 1.51  0.01
12 C 3.00 2.76 2.32  0.00
13 C 2.11 -0.16 2.79  0.00
14 C 4.40 0.63 0.90  0.00
15 C 1.41 -2.28 -1.75  0.00
16 C 0.38 -2.78 -0.78  0.00
17 C -0.40 -3.92 -0.99  0.00
18 C -1.22 -4.39 0.02  0.00
19 C -1.24 -3.72 1.24  0.00
20 C -0.46 -2.59 1.36  0.00
21 N 0.30 -2.11 0.38  0.00
22 Si 1.01 -2.63 -3.59  0.00
23 C -0.78 -2.25 -3.99  0.00
24 C 2.04 -1.59 -4.77  0.00
25 C 1.32 -4.40 -4.17  0.00
26 Si 2.99 -3.20 -1.19  0.00
27 C 2.70 -5.05 -1.13  0.00
28 C 3.44 -2.75 0.57  0.00
29 C 4.44 -2.92 -2.35  0.00
30 H 3.38 1.49 -2.40  0.00
31 H 3.46 -0.03 -3.28  0.00
32 H 4.02 0.06 -1.60  0.00
33 H 3.46 3.04 -0.61  0.00
34 H 3.07 5.19 -1.78  0.00
35 H 0.73 5.90 -2.29  0.00
36 H -1.14 4.44 -1.52  0.00
37 H 2.87 2.69 3.40  0.00
38 H 2.35 3.56 1.98  0.00
39 H 4.04 3.06 2.13  0.00
40 H 1.31 0.26 3.41  0.00
41 H 2.93 -0.44 3.44  0.00
42 H 1.72 -1.06 2.31  0.00
43 H 4.79 1.40 0.23  0.00
44 H 4.51 -0.33 0.41  0.00
45 H 5.04 0.63 1.79  0.00
46 H -0.35 -4.46 -1.93  0.00
47 H -1.82 -5.28 -0.13  0.00
48 H -1.84 -4.07 2.07  0.00
49 H -0.44 -2.03 2.29  0.00
50 H -1.05 -1.25 -3.66  0.00
51 H -1.47 -2.96 -3.54  0.00
52 H -0.91 -2.30 -5.08  0.00
53 H 1.81 -0.52 -4.71  0.00
54 H 1.79 -1.92 -5.78  0.00
55 H 3.11 -1.72 -4.63  0.00
56 H 0.77 -5.16 -3.61  0.00
57 H 2.38 -4.67 -4.15  0.00
58 H 0.99 -4.45 -5.21  0.00
59 H 1.92 -5.30 -0.40  0.00
60 H 3.63 -5.52 -0.77  0.00
61 H 2.45 -5.52 -2.08  0.00
62 H 2.93 -3.44 1.25  0.00
63 H 3.13 -1.75 0.83  0.00
64 H 4.51 -2.84 0.74  0.00
65 H 4.24 -3.31 -3.35  0.00
66 H 5.30 -3.47 -1.96  0.00
67 H 4.74 -1.88 -2.45  0.00
68 S -0.19 2.56 2.83  0.18
69 C -1.39 3.77 3.25  0.03
70 C -1.27 4.46 4.46  0.01
71 C -2.20 5.42 4.82  0.01
72 C -2.05 6.11 6.07  0.00
73 N -1.93 6.65 7.08  0.00
74 C -3.27 5.71 3.96  0.01
75 C -3.39 5.03 2.76  0.01
76 C -2.45 4.06 2.40  0.02
77 S -2.63 3.19 0.89  0.15
78 C -4.25 6.70 4.31  0.00
79 N -5.05 7.48 4.57  0.00
80 H -0.44 4.25 5.12  0.00
81 H -4.21 5.25 2.10  0.00
82 C -5.01 0.91 -0.77  0.01
83 Si -3.29 0.25 -1.10  0.05
84 C -3.35 -1.47 -1.85  0.01
85 C -2.46 1.43 -2.28  0.01
86 N -2.38 0.20 0.46  0.50
87 C -2.87 -0.49 1.51  0.05
88 C -2.33 -0.32 2.81  0.15
89 C -2.84 -1.00 3.90  -0.01
90 C -3.90 -1.89 3.74  0.16
91 C -4.45 -2.09 2.47  -0.01
92 C -3.96 -1.41 1.38  0.12
93 H -5.54 0.98 -1.73  0.00
94 H -4.95 1.91 -0.35  0.00
95 H -5.60 0.29 -0.10  0.00
96 H -3.30 -1.39 -2.94  0.00
97 H -4.27 -2.00 -1.60  0.00
98 H -2.50 -2.07 -1.52  0.00
99 H -3.01 1.37 -3.23  0.00
100 H -1.41 1.19 -2.47  0.00
101 H -2.53 2.46 -1.93  0.00
102 H -1.51 0.37 2.95  0.02
103 H -2.41 -0.84 4.88  0.00
104 H -4.30 -2.42 4.59  0.01
105 H -5.27 -2.78 2.34  0.00
106 H -4.39 -1.60 0.41  0.00

***

This record from the Open Molecules 2025 dataset describes a 9-piece molecular cluster, C15H48O9 overall. The level of theory is wB97M-V/def2-TZVPD.

- Gap between HOMO and LUMO: 10.298 eV
- SMILES: CC(C)O.CC(C)O.CC(C)O.CO.CO.CO.CO.CO.CO
- Electronic energy: -1277.3248 hartree
- Total charge: 0

Each line ends with the Löwdin charge.
CARTESIAN COORDINATES (ANGSTROEM)
1 C -0.71 16.44 13.95  -0.05
2 C -1.71 17.49 13.49  -0.50
3 C -1.16 18.89 13.71  -0.06
4 O -1.98 17.27 12.11  -0.06
5 H -0.49 16.59 15.00  0.09
6 H 0.22 16.50 13.38  0.08
7 H -1.14 15.45 13.81  0.06
8 H -2.63 17.34 14.08  0.13
9 H -0.21 19.02 13.19  0.08
10 H -1.05 19.14 14.76  0.08
11 H -1.85 19.63 13.28  0.08
12 H -2.65 17.88 11.79  0.09
13 C -5.36 11.60 7.64  -0.05
14 C -5.42 10.39 8.52  -0.49
15 C -6.75 10.20 9.27  -0.06
16 O -5.21 9.24 7.68  -0.06
17 H -5.38 12.50 8.26  0.08
18 H -6.22 11.76 6.98  0.08
19 H -4.47 11.58 7.01  0.08
20 H -4.66 10.39 9.32  0.10
21 H -6.78 9.25 9.79  0.08
22 H -7.57 10.27 8.54  0.08
23 H -6.91 11.07 9.91  0.07
24 H -5.85 8.56 7.92  0.07
25 C -2.16 13.43 11.75  -0.05
26 C -3.20 12.87 12.72  -0.45
27 C -4.41 12.37 11.94  -0.05
28 O -2.61 11.73 13.37  -0.08
29 H -1.19 13.68 12.18  0.07
30 H -2.44 14.36 11.24  0.09
31 H -2.01 12.75 10.90  0.07
32 H -3.50 13.68 13.38  0.14
33 H -4.10 11.58 11.25  0.06
34 H -5.02 13.13 11.46  0.09
35 H -5.12 11.87 12.62  0.06
36 H -2.28 11.20 12.63  0.04
37 C -5.37 11.40 15.59  -0.15
38 O -6.39 10.73 16.32  -0.12
39 H -5.81 11.98 14.77  0.07
40 H -4.93 12.18 16.22  0.08
41 H -4.57 10.74 15.26  0.08
42 H -6.19 9.79 16.42  0.09
43 C -0.48 9.79 11.91  -0.12
44 O -1.79 9.84 11.33  -0.15
45 H -0.47 9.22 12.84  0.08
46 H 0.21 9.32 11.20  0.09
47 H -0.14 10.80 12.10  0.08
48 H -2.01 8.98 10.97  0.09
49 C 0.88 15.68 10.31  -0.15
50 O 0.47 15.58 8.93  -0.13
51 H 0.95 14.72 10.81  0.07
52 H 1.82 16.24 10.41  0.08
53 H 0.12 16.29 10.80  0.06
54 H 0.47 16.49 8.62  0.07
55 C -7.61 9.59 13.30  -0.17
56 O -8.46 9.92 14.38  -0.12
57 H -6.67 9.19 13.69  0.07
58 H -8.09 8.82 12.69  0.08
59 H -7.46 10.43 12.61  0.06
60 H -7.96 10.45 15.02  0.04
61 C -1.58 10.98 8.38  -0.16
62 O -1.46 11.78 7.20  -0.12
63 H -2.42 11.33 9.01  0.05
64 H -1.85 9.96 8.13  0.08
65 H -0.68 11.16 8.97  0.08
66 H -1.34 12.69 7.50  0.07
67 C -0.43 11.37 16.10  -0.17
68 O -0.68 12.51 15.30  -0.14
69 H -1.30 11.19 16.75  0.08
70 H -0.18 10.48 15.52  0.07
71 H 0.42 11.55 16.76  0.07
72 H -1.53 12.38 14.86  0.03

***

This record from the Open Molecules 2025 dataset describes a 3-piece molecular cluster, C2H12NO2S overall. The level of theory is wB97M-V/def2-TZVPD.

- Gap between HOMO and LUMO (spin up / spin down): 3.479 / 9.732 eV
- Electronic energy: -686.6829 hartree
- Total charge: 0
- Spin multiplicity: 2
- Expectation value of S²: 0.75

Each line ends with the Löwdin spin population.
CARTESIAN COORDINATES (ANGSTROEM)
1 C -0.11 -0.78 0.81  0.13
2 C 0.02 -1.91 -0.19  0.05
3 S 1.58 -1.59 -1.14  0.06
4 N -0.10 0.60 0.30  0.13
5 H -1.00 -0.95 1.41  0.03
6 H 0.68 -0.88 1.56  0.03
7 H 0.20 -2.81 0.35  0.01
8 H -0.81 -2.09 -0.86  0.02
9 H 1.25 -2.43 -2.13  0.01
10 H 0.10 1.32 1.05  0.13
11 H 0.63 0.78 -0.41  0.02
12 H -1.01 0.71 -0.20  0.09
13 H 1.81 1.37 -2.61  0.01
14 H 2.48 2.15 -1.43  0.01
15 O 1.86 1.45 -1.66  0.05
16 H -3.09 1.30 1.28  0.05
17 H -2.20 1.94 2.40  0.05
18 O -2.29 1.83 1.45  0.11

***

This record from the Open Molecules 2025 dataset describes C4H7NaO2 as an isolated structure. The level of theory is wB97M-V/def2-TZVPD.

- Gap between HOMO and LUMO (spin up / spin down): 2.670 / 3.365 eV
- Electronic energy: -469.2358 hartree
- Total charge: -1
- Spin multiplicity: 2
- Expectation value of S²: 0.78

Each line ends with the Löwdin spin population.
CARTESIAN COORDINATES (ANGSTROEM)
1 H 1.18 2.30 1.51  -0.07
2 O -2.44 -0.97 -0.27  0.02
3 C -1.59 -0.74 0.86  0.06
4 C -0.15 -0.84 0.48  0.27
5 C 0.45 -0.01 -0.46  0.07
6 C 1.77 -0.12 -0.93  0.27
7 O 2.50 0.87 -1.33  0.20
8 Na 2.68 3.20 -1.78  0.12
9 H -3.28 -0.53 -0.12  0.00
10 H -1.84 -1.48 1.64  0.00
11 H -1.79 0.27 1.28  0.02
12 H -0.18 0.73 -0.98  0.00
13 H 0.47 -1.55 1.04  0.02
14 H 2.22 -1.13 -0.95  0.01

***

This record from the Open Molecules 2025 dataset describes a 2-piece molecular cluster, C21H30F5N3O3 overall. The level of theory is wB97M-V/def2-TZVPD.

- Gap between HOMO and LUMO: 10.058 eV
- SMILES: COCCCCCCCCN(C(=O)OCN)C(F)(F)c1cccc(C(F)(F)F)c1.CC#N
- Electronic energy: -1707.4490 hartree
- Total charge: 0

Each line ends with the Löwdin charge.
CARTESIAN COORDINATES (ANGSTROEM)
1 C 2.37 -3.23 0.38  -0.13
2 O 3.37 -2.67 -0.47  -0.22
3 C 3.67 -1.31 -0.08  -0.20
4 C 2.91 -0.34 -1.05  -0.19
5 C 3.53 1.09 -1.20  -0.19
6 C 3.18 1.65 -2.65  -0.18
7 C 1.97 2.69 -2.62  -0.19
8 C 0.94 2.40 -3.78  -0.20
9 C -0.57 2.59 -3.37  -0.16
10 C -0.96 1.83 -2.05  -0.14
11 N -2.15 0.94 -2.17  0.04
12 C -1.85 -0.43 -2.49  -0.47
13 O -1.83 -0.73 -3.66  0.13
14 O -1.62 -1.42 -1.57  0.00
15 C -0.82 -2.49 -2.11  -0.23
16 N 0.51 -1.98 -2.46  0.06
17 C -3.13 1.11 -1.12  -0.44
18 F -3.62 2.41 -1.23  0.09
19 F -4.21 0.27 -1.45  0.08
20 C -2.73 0.76 0.33  -0.07
21 C -3.81 0.81 1.32  0.00
22 C -3.61 0.54 2.71  -0.05
23 C -2.29 0.20 3.20  0.00
24 C -1.21 0.15 2.23  -0.07
25 C 0.19 -0.18 2.80  -0.50
26 F 0.70 -1.38 2.40  0.12
27 F 1.06 0.81 2.35  0.08
28 F 0.23 -0.08 4.17  0.10
29 C -1.42 0.42 0.82  0.05
30 H 2.05 -4.25 0.04  0.10
31 H 1.45 -2.58 0.33  0.07
32 H 2.69 -3.23 1.46  0.09
33 H 3.45 -1.15 1.00  0.12
34 H 4.78 -1.19 -0.24  0.13
35 H 2.90 -0.83 -2.05  0.10
36 H 1.83 -0.30 -0.73  0.09
37 H 3.12 1.76 -0.40  0.11
38 H 4.63 1.03 -1.04  0.10
39 H 2.98 0.81 -3.36  0.09
40 H 4.07 2.21 -3.03  0.10
41 H 1.54 2.63 -1.59  0.09
42 H 2.41 3.72 -2.72  0.11
43 H 1.16 3.14 -4.60  0.11
44 H 1.03 1.38 -4.22  0.11
45 H -0.70 3.69 -3.17  0.11
46 H -1.28 2.29 -4.18  0.12
47 H -0.08 1.17 -1.79  0.11
48 H -1.13 2.51 -1.18  0.14
49 H -0.66 -3.20 -1.25  0.13
50 H -1.31 -3.07 -2.91  0.13
51 H 1.24 -2.41 -1.90  0.04
52 H 0.69 -2.04 -3.46  0.09
53 H -4.84 1.09 0.99  0.12
54 H -4.43 0.61 3.46  0.11
55 H -2.11 0.01 4.28  0.05
56 H -0.57 0.37 0.12  0.10
57 C -2.32 -1.85 7.77  -0.06
58 C -2.23 -0.62 6.95  -0.23
59 N -2.16 0.33 6.31  0.14
60 H -1.39 -2.42 7.68  0.08
61 H -2.48 -1.59 8.81  0.08
62 H -3.15 -2.46 7.42  0.08

***

This record from the Open Molecules 2025 dataset describes C23H23CrN4O5 as an isolated structure. The level of theory is wB97M-V/def2-TZVPD.

- Gap between HOMO and LUMO (spin up / spin down): 7.028 / 7.125 eV
- Electronic energy: -2530.0881 hartree
- Total charge: 0
- Spin multiplicity: 4
- Expectation value of S²: 3.78

Each line ends with the Löwdin spin population.
CARTESIAN COORDINATES (ANGSTROEM)
1 Cr 0.25 -0.36 -0.12  2.86
2 C 0.28 -2.86 1.50  0.00
3 N -0.62 -2.19 0.52  0.00
4 C -0.85 -3.09 -0.62  0.01
5 C -1.82 -1.84 1.28  0.01
6 C -2.83 -2.74 1.52  0.00
7 C -3.85 -2.43 2.41  0.01
8 C -3.80 -1.22 3.08  0.00
9 C -2.78 -0.30 2.83  0.00
10 C -1.79 -0.56 1.89  0.00
11 N -0.76 0.26 1.46  0.00
12 C -0.78 1.65 1.52  0.00
13 C -1.85 2.49 1.85  0.00
14 C -1.71 3.87 1.81  0.00
15 C -0.52 4.46 1.41  0.01
16 C 0.53 3.64 1.01  0.00
17 C 0.39 2.27 1.03  0.01
18 N 1.42 1.35 0.55  0.00
19 C 2.26 0.94 1.71  0.00
20 C 2.28 1.93 -0.48  0.00
21 H -0.23 -3.75 1.88  0.00
22 H 1.22 -3.13 1.03  0.00
23 H 0.47 -2.18 2.33  0.00
24 H -1.16 -4.08 -0.30  0.00
25 H -1.62 -2.66 -1.27  0.00
26 H 0.09 -3.18 -1.18  0.00
27 H -2.82 -3.71 1.02  0.00
28 H -4.66 -3.12 2.58  0.00
29 H -4.56 -0.97 3.81  0.00
30 H -2.77 0.62 3.40  0.00
31 H -2.81 2.07 2.09  0.00
32 H -2.55 4.49 2.07  0.00
33 H -0.41 5.53 1.39  0.00
34 H 1.45 4.09 0.65  0.00
35 H 2.80 1.81 2.08  0.00
36 H 1.61 0.55 2.49  0.00
37 H 2.96 0.16 1.40  0.00
38 H 2.90 2.74 -0.08  0.00
39 H 2.96 1.16 -0.85  0.00
40 H 1.68 2.32 -1.30  0.00
41 O 2.34 0.04 -5.84  0.00
42 C 1.90 -0.11 -4.57  0.01
43 C 2.66 -0.76 -3.59  0.00
44 C 2.11 -0.85 -2.34  0.01
45 N 0.92 -0.34 -2.07  -0.01
46 C 0.19 0.28 -2.98  0.01
47 C 0.65 0.43 -4.27  0.00
48 C -1.13 0.79 -2.40  0.00
49 O -1.91 1.37 -3.11  0.01
50 O -1.25 0.49 -1.14  0.02
51 C 2.75 -1.47 -1.10  0.00
52 O 3.86 -1.95 -1.15  0.01
53 O 1.99 -1.36 -0.05  0.03
54 H 3.21 -0.37 -5.94  0.00
55 H 3.64 -1.18 -3.79  0.00
56 H 0.05 0.95 -5.01  0.00